Record 1
Formula: C6H29N2O7
Source: the Open Molecules 2025 dataset
Level of theory: ωB97M-V with the def2-TZVPD basis set

The geometry in XYZ format:
```
44
Properties=species:S:1:pos:R:3:mulliken_charge:R:1
N 0.98 0.08 0.36 0.01
C 0.50 -0.44 -1.09 0.01
C 1.70 -0.48 -2.02 -0.58
C 2.71 -1.49 -1.79 -0.40
C 2.92 -2.41 -0.81 -0.90
C -0.55 0.60 -1.49 -0.22
N -1.61 -0.06 -2.24 -0.40
C -1.32 0.11 -3.68 -0.71
H 0.45 0.88 0.65 0.06
H 0.40 -0.61 1.00 0.35
H 1.92 0.07 0.66 0.36
H 0.00 -1.39 -0.95 0.41
H 2.14 0.47 -1.93 0.47
H 1.21 -0.58 -3.06 0.14
H 3.52 -1.22 -2.51 0.31
H 3.84 -2.67 -0.63 0.35
H 2.08 -2.80 -0.13 0.50
H -0.90 1.15 -0.63 0.15
H -0.05 1.49 -2.12 0.15
H -2.59 0.35 -1.91 0.45
H -0.63 -0.72 -4.23 0.21
H -2.31 0.32 -4.19 0.35
H -0.76 1.13 -3.71 0.32
H -1.80 3.10 2.55 0.24
H -2.42 2.79 1.07 0.27
O -1.81 2.54 1.76 -0.58
H -2.33 -1.58 3.95 0.29
H -3.56 -2.04 3.09 0.30
O -2.69 -1.62 3.02 -0.63
H -0.34 -2.37 4.43 0.30
H 1.14 -1.98 3.88 0.28
O 0.17 -1.96 3.60 -0.59
H 2.57 -2.48 1.33 0.21
H 2.94 -1.55 2.63 0.26
O 2.36 -1.69 1.94 -0.59
H 1.28 2.90 1.56 0.25
H 1.68 2.87 0.06 0.24
O 1.12 2.49 0.72 -0.52
H -0.83 -0.42 2.94 0.33
H -1.27 0.85 2.19 0.37
O -0.58 0.36 2.41 -0.65
H -3.00 3.43 -2.55 0.34
H -2.87 1.89 -2.15 0.12
O -3.40 2.66 -1.95 -0.68
```

The gap between HOMO and LUMO is 0.36447 hartree. The net charge is +1. The calculation puts the energy above the lowest of the compared OMol25 structures with the same formula, charge and spin at 137.77 kcal per mole. As for the total energy: -23995.0057 eV. The maximum force comes out at 7.07 eV/Å. The calculation puts the highest occupied orbital energy at -12.32 eV.

Record 2
Formula: C8H12N
Source: the Open Molecules 2025 dataset
Level of theory: ωB97M-V with the def2-TZVPD basis set

The geometry in XYZ format:
```
21
Properties=species:S:1:pos:R:3:mulliken_charge:R:1
C -1.25 -0.35 -1.52 -0.47
C -0.66 -1.09 -0.61 0.37
C -0.44 0.90 -1.22 0.46
C -0.21 2.14 -1.61 -0.94
C 1.07 0.43 1.86 -0.62
C 1.51 0.20 0.39 -0.46
C -0.36 0.64 1.37 -0.52
C -0.59 -2.48 -0.27 -1.25
N 0.05 0.15 0.01 0.70
H -2.00 -0.55 -2.36 0.35
H 0.54 2.80 -1.12 0.24
H -0.76 2.52 -2.47 0.29
H 1.40 -0.38 2.42 0.31
H 1.49 1.27 2.25 0.36
H 1.88 1.17 -0.16 0.24
H 1.92 -0.69 0.01 0.33
H -1.12 0.22 2.05 0.27
H -0.53 1.69 1.35 0.33
H -1.65 -2.74 -0.13 0.35
H -0.14 -2.66 0.72 0.32
H -0.14 -3.19 -0.98 0.32
```

The gap between HOMO and LUMO is 0.38026 hartree. The net charge is +1. The calculation puts the energy above the lowest of the compared OMol25 structures with the same formula, charge and spin at 32.45 kcal per mole. As for the total energy: -9970.3365 eV. The maximum force comes out at 3.49 eV/Å. The calculation puts the highest occupied orbital energy at -13.65 eV.

Record 3
Formula: C42H51F9N6O6
Source: the Open Molecules 2025 dataset
Level of theory: ωB97M-V with the def2-TZVPD basis set

The geometry in XYZ format:
```
114
Properties=species:S:1:pos:R:3:mulliken_charge:R:1
N 2.55 -0.74 -3.56 0.88
C 2.14 0.22 -4.44 0.64
C 3.21 1.02 -4.75 -1.47
C 4.28 0.58 -3.93 -1.52
C 3.91 -0.55 -3.24 -0.67
H 1.92 -1.47 -3.27 0.16
H 1.11 0.12 -4.72 -0.09
H 3.35 1.79 -5.49 0.41
H 5.30 0.93 -3.84 0.52
H 4.34 -1.26 -2.54 1.27
N 3.42 2.40 -2.44 0.02
C 4.17 2.91 -1.44 -1.59
C 3.48 2.81 -0.30 -1.75
C 2.30 2.11 -0.48 0.98
C 2.26 1.86 -1.90 -0.17
H 3.75 2.27 -3.38 0.64
H 5.13 3.27 -1.76 0.36
H 3.90 3.25 0.59 0.48
H 1.67 1.70 0.30 0.72
H 1.58 1.33 -2.55 0.03
N 1.73 -0.76 3.00 0.42
C 1.88 -1.62 1.94 -0.65
C 3.15 -2.14 1.90 0.34
C 3.89 -1.66 2.99 -0.60
C 2.97 -0.92 3.72 -1.18
H 0.86 -0.41 3.37 0.32
H 1.11 -1.92 1.24 0.16
H 3.48 -2.88 1.18 0.47
H 4.88 -1.96 3.29 0.51
H 3.14 -0.52 4.71 0.46
N 4.18 -0.84 0.52 -0.43
C 3.75 -0.14 -0.61 1.21
C 4.94 0.33 -1.21 0.13
C 6.05 -0.17 -0.56 -1.71
C 5.55 -0.80 0.59 -0.88
H 3.51 -1.23 1.17 1.18
H 2.71 0.01 -0.86 -0.46
H 5.01 0.92 -2.12 0.02
H 7.08 -0.08 -0.86 0.52
H 6.16 -1.32 1.32 0.28
N 1.12 5.07 1.72 0.06
C 1.20 3.96 0.93 -1.28
C 0.02 3.25 1.10 1.51
C -0.77 3.90 2.00 -0.80
C -0.08 5.02 2.40 -1.02
H 1.83 5.78 1.81 0.24
H 2.06 3.67 0.34 0.74
H -0.25 2.29 0.67 -0.59
H -1.77 3.58 2.23 0.56
H -0.36 5.74 3.15 0.42
N 1.31 -2.30 -5.19 0.02
C 0.27 -1.39 -5.07 -1.65
C -0.30 -1.52 -3.81 1.28
C 0.35 -2.56 -3.14 -1.48
C 1.28 -3.05 -4.04 -0.80
H 1.99 -2.37 -5.93 0.23
H 0.21 -0.68 -5.89 0.68
H -1.04 -0.96 -3.26 0.71
H 0.18 -2.91 -2.13 1.04
H 2.03 -3.81 -3.93 0.41
C 0.24 0.18 0.92 -2.79
C 1.05 -0.20 -0.17 1.15
C 0.59 -1.17 -1.07 1.28
C -0.67 -1.69 -0.90 -1.28
C -1.47 -1.23 0.14 -0.86
C -1.05 -0.27 1.03 2.32
H 0.68 0.77 1.71 1.67
H 1.97 0.33 -0.34 -1.53
H 1.11 -1.38 -2.00 -0.47
H -0.99 -2.53 -1.51 0.76
H -2.41 -1.72 0.32 0.95
H -1.60 -0.07 1.94 -0.46
C -7.56 -2.02 3.07 -1.23
C -6.84 -0.76 2.55 -0.29
O -5.64 -0.94 1.96 -0.23
C -5.05 0.09 1.35 -0.72
O -5.62 1.22 1.20 -0.62
C -3.66 -0.22 0.77 1.14
F -2.72 0.35 1.58 -0.14
F -3.53 -1.53 0.79 -0.53
F -3.44 0.28 -0.40 -0.01
H -7.87 -2.63 2.22 0.36
H -8.34 -1.72 3.77 0.37
H -6.77 -2.58 3.58 0.27
H -6.69 -0.08 3.39 0.30
H -7.46 -0.23 1.82 0.44
C -1.36 -3.21 3.03 -1.02
C -2.83 -2.96 2.68 0.11
O -3.53 -2.29 3.72 -0.33
C -3.13 -1.10 4.30 0.41
O -2.05 -0.54 4.07 -0.51
C -4.14 -0.40 5.35 0.77
F -4.51 0.79 4.92 -0.22
F -5.19 -1.19 5.54 -0.24
F -3.45 -0.27 6.48 -0.25
H -0.85 -2.25 2.93 0.11
H -0.89 -3.85 2.28 0.40
H -1.33 -3.57 4.06 0.44
H -3.16 -3.99 2.51 0.44
H -2.96 -2.51 1.70 -0.02
C 0.08 2.13 -1.94 -0.57
C -1.00 1.85 -0.89 0.64
O -2.39 1.70 -1.25 -0.42
C -2.69 0.71 -2.03 0.24
O -2.00 -0.29 -2.26 -0.51
C -4.05 0.82 -2.68 1.00
F -3.97 0.69 -4.00 -0.30
F -4.80 -0.17 -2.20 -0.22
F -4.58 2.01 -2.44 -0.26
H 0.89 2.66 -1.44 0.61
H -0.30 2.88 -2.64 0.22
H 0.41 1.29 -2.55 -0.05
H -0.99 2.65 -0.15 0.52
H -0.60 0.97 -0.39 -1.09
```

The gap between HOMO and LUMO is 0.23462 hartree. The calculation puts the energy above the lowest of the compared OMol25 structures with the same formula, charge and spin at 713.20 kcal per mole. As for the total energy: -90032.6215 eV. The maximum force comes out at 12.21 eV/Å. The calculation puts the highest occupied orbital energy at -6.45 eV.

Among the records above, which one has the highest gap between HOMO and LUMO? C8H12N